DFT (the ωB97M-V functional and the def2-TZVPD basis) results for C10H10F5N3O4RuS2Se as an isolated structure in a non-equilibrium geometry.

```
36
C10H10F5N3O4RuS2Se | the OMol25 dataset | the ωB97M-V functional and the def2-TZVPD basis
Ru -0.429 -0.751 0.002
N 1.904 -0.163 0.153
C 2.822 -0.534 1.230
C 2.405 0.105 2.550
C 1.128 -0.485 3.140
N -0.024 -0.187 2.296
H 2.266 -0.424 -0.757
H 1.714 0.842 0.155
H 3.845 -0.219 0.994
H 2.824 -1.622 1.332
H 2.252 1.178 2.391
H 3.212 -0.016 3.274
H 0.992 -0.074 4.147
H 1.226 -1.571 3.228
H -0.070 0.812 2.069
H -0.902 -0.462 2.722
O -0.465 0.885 -1.578
Se -1.094 1.855 -0.376
O -1.786 3.186 -0.905
O 0.156 2.138 0.645
O -2.124 0.827 0.413
S -4.292 -3.079 0.061
C -2.857 -2.534 0.495
N -1.783 -2.187 0.862
F -0.791 -7.581 0.694
C -0.549 -6.392 0.137
C 0.179 -5.434 0.820
F 0.639 -5.706 2.048
C 0.434 -4.219 0.224
F 1.168 -3.324 0.903
C -0.016 -3.897 -1.060
S 0.354 -2.375 -1.819
C -0.739 -4.891 -1.722
F -1.183 -4.669 -2.959
C -1.002 -6.117 -1.140
F -1.687 -7.053 -1.805
```

## Properties
Energy relative to the best compared isomer or geometry (same formula, charge and spin) in eV: 0.000
HOMO level (alpha / beta) in eV: -5.143 / -5.769
E in eV: -126377.2609
Orbital gap (alpha / beta) in eV: 7.67 / 6.86
Maximum force in eV Å⁻¹: 1.833
LUMO (alpha / beta) in eV: 2.52 / 1.09
Multiplicity: 6
Charge: -1